C7H22BeN10O11 | wB97M-V/def2-TZVPD

Geometry as XYZ:
```
51
Properties=species:S:1:pos:R:3:forces:R:3:lowdin_spin:R:1
Be -0.3025 -0.1966 0.0505 -0.289 -0.208 0.380 0.1647
O -3.2216 -3.3901 -1.2066 -0.981 -0.924 -0.083 0.0020
C -2.2148 -2.6201 -0.8546 3.708 3.602 0.701 0.0117
O -2.4477 -1.5586 -0.2232 -1.898 1.131 1.130 0.0157
O -1.0429 -2.7883 -1.1601 1.827 -2.819 -1.764 0.0039
H -3.8549 -2.8372 -0.7430 -1.446 -0.210 0.003 0.0009
O -4.2614 1.8896 0.5805 -0.430 0.170 -0.166 0.0035
C -2.9721 1.5051 0.4161 2.198 0.042 -0.256 0.0114
O -2.3117 1.1167 1.3541 0.544 -1.659 4.527 0.0124
O -2.3721 1.6334 -0.6477 -0.980 0.984 -3.851 0.0068
H -4.4245 2.2806 -0.2809 -0.487 0.095 -0.263 0.0011
C 2.3322 -2.2966 -0.8649 -1.441 2.755 0.815 0.0362
O 1.7626 -1.3980 -0.2213 -0.027 0.365 0.468 0.0245
N 3.6066 -2.5173 -0.8805 4.813 -0.028 1.069 0.0309
N 1.7227 -3.0479 -1.7051 -3.384 -1.937 -2.184 0.0088
H 3.9478 -3.2841 -1.4424 0.291 0.415 0.262 0.0202
H 4.2423 -1.8429 -0.4791 -0.082 -0.304 -0.023 0.0305
H 2.1441 -3.7209 -2.3293 -0.285 0.306 0.353 0.0114
H 0.7314 -2.8657 -1.6395 -0.953 -0.791 -0.564 0.0005
C 1.0540 1.5192 2.6804 -3.429 -0.885 -1.543 0.0538
O 1.1258 0.6836 1.7946 0.217 -1.292 -0.993 0.0245
N 1.9654 2.3163 3.0493 6.893 2.189 0.307 0.0446
N -0.0291 1.9038 3.2967 -5.180 -0.232 1.888 0.0147
H 2.8075 2.1607 2.5137 0.526 0.586 0.603 0.0400
H 1.8949 2.9372 3.8428 0.333 -0.166 -0.451 0.0401
H -0.9521 1.6538 2.9715 -0.062 -0.455 -0.352 0.0016
H -0.0265 2.6740 3.9500 0.114 -0.217 -0.371 0.0214
C -0.5163 0.0627 -3.6072 -1.241 -0.379 3.542 0.0275
O -0.2810 -0.0241 -2.4079 -0.046 0.013 0.081 0.0165
N -1.6360 0.3466 -4.2158 -5.216 2.164 0.954 0.0070
N 0.2528 -0.2434 -4.5733 6.627 -2.200 -3.734 0.0160
H -2.3937 0.4877 -3.5630 -0.511 0.319 -0.449 0.0007
H -1.7845 0.0599 -5.1728 -0.327 -0.020 0.750 0.0061
H 0.1469 0.2364 -5.4557 0.409 -0.620 0.182 0.0114
H 0.9188 -0.9837 -4.4046 0.477 0.609 -0.360 0.0105
C -0.0320 -2.3507 2.9642 -1.669 -0.099 -0.737 0.0217
O -0.1526 -1.7769 1.9553 -3.309 2.639 -5.434 0.0093
N 1.0909 -2.2961 3.4964 8.499 -0.454 4.732 0.0134
N -0.8418 -3.0656 3.7122 -3.953 -2.259 1.422 0.0070
H 1.2666 -2.9479 4.2476 0.711 0.625 0.037 0.0101
H 1.8499 -1.7419 3.1265 -0.318 -0.237 -0.259 0.0137
H -1.8401 -3.0931 3.5614 0.375 -0.121 -0.211 0.0007
H -0.4332 -3.6749 4.4065 -0.588 0.264 -0.163 0.0053
C 0.6395 3.3462 -0.6918 1.570 -1.790 0.691 0.0438
O 0.5771 2.1607 -0.4761 0.062 -1.881 -0.473 0.0170
N -0.2866 4.1975 -0.4162 -4.719 2.843 1.099 0.0146
N 1.7333 3.9857 -1.0952 2.635 0.715 -1.110 0.0362
H -0.0927 5.1629 -0.1916 -0.052 -0.338 -0.186 0.0195
H -1.2146 3.8475 -0.2252 0.118 -0.202 0.165 0.0035
H 2.5118 3.4411 -1.4377 -0.128 0.252 0.099 0.0292
H 1.6141 4.9536 -1.3579 0.483 -0.357 -0.282 0.0213
```
Positions in Å, forces in eV/Å.

Output
**Multiplicity**: 2
**Total charge**: -1
**LUMO energy (spin up / spin down)**: 2.78 / 2.87 eV
**Highest occupied orbital energy (spin up / spin down)**: 0.8 / -4.7 eV
**Energy above the lowest of the compared OMol25 structures with the same formula, charge and spin**: 0.0 kJ/mol
**Total energy**: -1669.911810 Eh
**HOMO-LUMO gap (spin up / spin down)**: 1.97 / 7.56 eV